[1]
Density functional theory data (wB97M-V/def2-TZVPD) for 2 unconnected molecules or ions with the total composition C3H11N2O.

Net charge: +1
M (g/mol): 91.1
E_HOMO (eV): -12.65
E_tot (eV): -8309.82383
Gap between HOMO and LUMO (eV): 9.5
2S+1: 1
Energy above the lowest of the compared OMol25 structures with the same formula, charge and spin (kcal per mole): 45.4

Last column: Löwdin charge in e.
Atoms and positions in Å:
C: -0.05388 -0.46714 -2.50107  -0.02
C: 0.35129 -0.64235 -1.07349  -0.38
C: -0.53916 -0.25734 -0.12177  -0.06
N: 0.00257 0.02348 1.27947  0.17
N: 1.57403 -1.16000 -0.74935  0.12
H: -0.89796 -1.13870 -2.68539  0.10
H: -0.44503 0.51463 -2.83387  0.10
H: 0.81576 -0.66760 -3.16201  0.10
H: -1.55376 0.09897 -0.27120  0.12
H: -0.30135 -0.78989 1.84230  0.17
H: 0.99062 -0.07863 1.09937  0.12
H: -0.52373 0.88902 1.55908  0.10
H: 1.95778 -1.32723 0.16501  0.10
H: 2.06341 -1.77297 -1.38350  0.12
H: -1.20343 2.81074 2.37260  0.08
H: -1.24801 2.01014 3.69493  0.08
O: -0.98913 1.95489 2.76888  -0.03

Cartesian forces, eV/Å:
C 0.26 -0.49 -1.20
C -1.32 0.61 1.39
C 0.72 0.60 0.02
N -2.32 -2.60 -2.19
N 0.92 -0.13 -0.68
H 0.39 -0.25 -0.35
H 0.46 -0.23 0.92
H -0.74 -0.23 0.26
H 0.44 0.06 -0.19
H 0.28 0.80 0.30
H 0.45 1.28 0.99
H 1.49 -0.34 0.94
H -0.59 0.05 0.27
H -0.20 0.41 -0.51
H -0.02 -0.02 0.28
H -0.04 -0.04 0.00
O -0.19 0.52 -0.27

---

[2]
Density functional theory data (wB97M-V/def2-TZVPD) for a molecular structure, C18H13HfN3O3S2.

Net charge: +1
M (g/mol): 561.9
E_HOMO (spin up / spin down) (eV): -9.70 / -11.10
E_tot (eV): -52461.83424
Gap between HOMO and LUMO (spin up / spin down) (eV): 5.4 / 6.8
2S+1: 2
Energy above the lowest of the compared OMol25 structures with the same formula, charge and spin (kcal per mole): 20.7

Last column: Löwdin charge in e.
Atoms and positions in Å:
Hf: 0.02875 -0.39068 0.19708  1.47
O: 3.40294 -0.68009 4.47576  0.09
C: 4.16946 -0.96186 3.41829  -0.26
C: 5.50977 -1.27433 3.64896  0.00
C: 6.34570 -1.59659 2.60316  -0.05
C: 5.87070 -1.61471 1.28928  -0.08
C: 4.55824 -1.29412 1.04679  -0.03
C: 3.68298 -0.96208 2.09633  -0.08
C: 2.29996 -0.65482 1.77328  -0.37
O: 1.91982 -0.63933 0.50642  -0.21
N: 1.43936 -0.44639 2.73794  0.07
N: 0.13594 -0.28137 2.27473  -0.11
C: -0.82111 -0.16560 3.14454  0.01
C: -2.20660 -0.03887 2.79458  -0.14
C: -3.14240 0.07882 3.83831  -0.02
C: -4.48346 0.23644 3.58684  -0.06
C: -4.92197 0.29496 2.26421  -0.04
C: -4.02909 0.17754 1.21749  0.01
C: -2.66848 -0.00317 1.45425  -0.29
O: -1.83254 -0.13704 0.41693  -0.23
H: 2.48666 -0.52909 4.17687  0.07
H: 5.86438 -1.26157 4.67087  0.13
H: 7.38310 -1.83238 2.79964  0.11
H: 6.53014 -1.87280 0.47227  0.11
H: 4.17741 -1.26969 0.03520  0.11
H: -0.54808 -0.15455 4.19704  0.15
H: -2.78054 0.04639 4.85921  0.12
H: -5.18919 0.32533 4.40006  0.12
H: -5.97281 0.44341 2.05263  0.12
H: -4.36071 0.23121 0.18853  0.13
S: 0.13564 2.93428 -0.27166  0.64
C: 0.26558 1.51166 -0.88926  -0.78
S: 0.70043 -4.87972 -0.12523  1.13
C: -0.96028 -4.50317 0.07252  -0.34
C: -1.17683 -3.19354 -0.18224  -0.22
N: -0.04008 -2.48160 -0.52416  -0.16
C: 1.02078 -3.26695 -0.53230  -0.43
H: -1.68069 -5.25448 0.35103  0.09
H: -2.13527 -2.69738 -0.18043  0.12
H: 2.01209 -2.91727 -0.77727  0.09

Cartesian forces, eV/Å:
Hf -0.14 1.11 -4.41
O 0.20 -0.04 0.22
C -0.13 -0.03 -0.10
C 0.07 -0.01 0.11
C -0.09 0.04 -0.01
C 0.03 -0.04 -0.09
C -0.03 0.09 0.04
C 0.08 0.02 -0.22
C 0.36 -0.09 0.85
O 2.11 -0.30 1.10
N 0.25 -0.06 0.44
N 0.11 -0.02 1.16
C 0.21 0.05 -0.17
C -0.14 0.07 -0.23
C 0.19 -0.01 0.06
C -0.10 0.02 -0.08
C 0.01 0.03 0.15
C 0.22 -0.05 -0.23
C -0.87 0.13 0.41
O -2.15 0.03 1.29
H -0.06 0.05 -0.07
H -0.01 0.01 -0.01
H -0.01 -0.02 0.04
H 0.00 0.03 0.01
H 0.02 -0.01 -0.02
H 0.04 -0.05 0.00
H -0.01 0.01 -0.01
H 0.02 0.00 0.01
H 0.01 -0.02 -0.01
H -0.02 -0.01 0.02
S 0.10 0.01 -0.19
C -0.08 -0.11 0.20
S -0.11 0.38 -0.14
C 0.14 -0.05 -0.03
C -0.17 -0.23 -0.16
N -0.08 -0.65 -0.01
C -0.01 -0.37 -0.06
H 0.00 0.02 -0.02
H 0.02 0.03 0.09
H 0.01 0.03 0.09

---

[3]
Density functional theory data (wB97M-V/def2-TZVPD) for 2 unconnected molecules or ions with the total composition F2HNS.

Net charge: 0
M (g/mol): 85.1
E_HOMO (spin up / spin down) (eV): -10.41 / -10.23
E_tot (eV): -17769.69960
Gap between HOMO and LUMO (spin up / spin down) (eV): 8.1 / 9.2
2S+1: 1
Energy above the lowest of the compared OMol25 structures with the same formula, charge and spin (kcal per mole): 126.7

Last column: Löwdin charge in e.
Atoms and positions in Å:
N: -0.38697 -0.33344 -0.25432  -0.54
F: -0.39904 -1.59644 0.42434  -0.15
F: 0.58885 1.80530 1.29345  -0.50
S: -0.58887 1.10045 0.19311  0.98
H: 0.78602 -0.97587 -1.65658  0.22

Cartesian forces, eV/Å:
N 1.39 -1.39 -1.88
F -0.21 1.47 0.20
F -1.17 -1.01 -1.34
S 0.92 0.31 1.80
H -0.93 0.62 1.21

---

[4]
Density functional theory data (wB97M-V/def2-TZVPD) for 3 unconnected molecules or ions with the total composition C14H38N3O5.

Net charge: +1
M (g/mol): 328.5
E_HOMO (eV): -10.81
E_tot (eV): -29832.06646
Gap between HOMO and LUMO (eV): 7.3
2S+1: 1
Energy above the lowest of the compared OMol25 structures with the same formula, charge and spin (kcal per mole): 6.7

Last column: Löwdin charge in e.
Atoms and positions in Å:
C: 2.04464 -0.72341 1.00138  -0.05
O: 1.02601 -0.32924 1.92625  -0.13
C: -0.06062 0.25198 1.30715  -0.18
N: -1.03550 -0.87796 1.03098  0.26
H: 1.87721 -1.74827 0.64189  0.08
H: 2.11054 -0.07797 0.11537  0.10
H: 2.99486 -0.63189 1.52497  0.11
H: 0.17758 0.73733 0.35781  0.15
H: -0.48344 0.97557 2.00242  0.13
H: -1.87106 -0.56226 0.53957  0.18
H: -1.24687 -1.34719 1.90977  0.18
H: -0.54141 -1.54704 0.43528  0.16
C: 5.09589 -6.11412 -4.13985  -0.11
O: 5.37666 -4.79531 -3.69630  -0.20
C: 5.13272 -3.80320 -4.68831  -0.21
C: 4.00579 -2.88983 -4.24026  -0.21
N: 2.72994 -3.60105 -4.24511  -0.04
C: 1.64268 -2.86519 -3.61301  -0.20
C: 1.74983 -2.61579 -2.10708  -0.25
O: 1.66596 -3.78724 -1.31471  -0.20
C: 2.90606 -4.44764 -1.08049  -0.08
H: 5.38176 -6.80020 -3.34415  0.09
H: 4.02793 -6.24432 -4.34372  0.08
H: 5.67466 -6.35636 -5.03450  0.09
H: 4.91561 -4.24943 -5.66175  0.13
H: 6.04659 -3.21211 -4.78692  0.12
H: 3.94300 -2.03444 -4.91818  0.12
H: 4.25825 -2.51905 -3.23825  0.10
H: 2.84537 -4.48228 -3.76273  0.07
H: 0.72850 -3.43731 -3.79089  0.12
H: 1.51900 -1.90627 -4.12557  0.12
H: 0.88126 -2.00689 -1.81944  0.10
H: 2.63640 -2.02867 -1.84051  0.10
H: 3.74485 -3.74876 -1.04413  0.09
H: 3.09010 -5.20955 -1.83911  0.08
H: 2.83656 -4.95489 -0.11782  0.09
C: -2.65185 3.31745 0.17460  -0.11
O: -2.40284 2.88697 1.50689  -0.23
C: -1.55513 3.78422 2.23326  -0.21
C: -2.31494 4.41309 3.38793  -0.21
N: -3.32395 5.34231 2.89535  -0.05
C: -4.24145 5.82491 3.92877  -0.19
C: -5.18630 4.80588 4.56720  -0.22
O: -6.16061 4.28931 3.67572  -0.17
C: -5.76178 3.14664 2.94465  -0.11
H: -3.24300 2.54725 -0.32122  0.08
H: -3.22218 4.24899 0.16218  0.09
H: -1.71542 3.45103 -0.37556  0.09
H: -1.12842 4.54890 1.57988  0.13
H: -0.72804 3.19190 2.64019  0.11
H: -1.61093 4.95283 4.02626  0.13
H: -2.76286 3.60200 3.97701  0.11
H: -3.86558 4.88616 2.17384  0.07
H: -4.85463 6.60082 3.46577  0.12
H: -3.65930 6.31245 4.71573  0.12
H: -5.74690 5.33142 5.34394  0.12
H: -4.65196 3.99426 5.07358  0.11
H: -5.06235 2.52166 3.50692  0.09
H: -5.32106 3.43082 1.98451  0.07
H: -6.65583 2.55902 2.73258  0.09

Cartesian forces, eV/Å:
C 0.60 -0.37 -0.25
O -0.16 0.58 -0.76
C 0.72 0.23 0.86
N 0.29 0.20 -0.40
H 0.17 0.07 0.23
H -0.26 0.14 0.28
H -0.09 -0.30 0.00
H -0.12 -0.12 -0.01
H -0.52 -0.20 -0.18
H -0.25 -0.04 0.18
H -0.27 -0.01 0.07
H -0.14 -0.17 -0.04
C 0.07 0.09 0.17
O -0.21 -0.19 -0.18
C 0.18 0.31 0.26
C -0.07 -0.32 -0.04
N 0.06 0.32 0.18
C -0.01 -0.33 -0.10
C -0.28 0.09 -0.08
O 0.15 0.27 0.14
C -0.15 -0.24 0.11
H 0.03 0.06 0.02
H 0.02 -0.07 -0.14
H -0.07 -0.05 -0.04
H -0.10 -0.06 0.05
H 0.00 0.01 -0.05
H -0.04 0.01 0.01
H 0.17 0.12 -0.04
H 0.02 -0.09 -0.07
H -0.06 0.07 0.07
H 0.06 0.04 0.03
H -0.04 0.04 -0.05
H 0.13 -0.10 -0.05
H -0.01 0.02 -0.11
H 0.16 0.07 -0.03
H -0.06 0.05 -0.01
C -0.09 -0.13 0.12
O 0.21 -0.02 -0.32
C -0.02 -0.13 0.47
C -0.24 0.04 -0.33
N 0.16 -0.13 0.18
C -0.11 0.02 -0.23
C -0.09 0.33 0.15
O 0.26 -0.20 0.06
C -0.31 0.16 -0.07
H -0.02 -0.01 0.06
H 0.09 0.05 -0.10
H -0.02 0.10 -0.03
H -0.13 0.02 -0.05
H 0.05 0.04 0.01
H -0.01 0.00 0.02
H 0.17 -0.10 0.10
H -0.05 0.01 -0.03
H -0.03 0.01 0.07
H 0.03 -0.05 0.01
H -0.01 0.00 -0.01
H 0.05 -0.09 -0.12
H 0.07 0.04 0.00
H 0.14 -0.13 -0.01
H -0.01 0.03 0.04